The following is a DFT calculation (ωB97M-V with the def2-TZVPD basis set) of C2H2ClNS2 in the gas phase in a non-equilibrium geometry.

Each line ends with the natural charge from an NBO analysis.
Positions of all 8 atoms, in Å:
1 H -1.934 0.153 0.788  0.21
2 Cl 1.340 0.706 -2.781  -0.13
3 S 1.370 -0.056 -0.915  0.60
4 N 1.125 -1.515 1.884  -0.88
5 C -0.861 0.016 0.664  -0.32
6 C -0.291 0.498 -0.480  -0.50
7 H -0.437 1.470 -1.127  0.25
8 S -0.311 -1.271 1.966  0.76

Forces on atoms 1 to 2 (eV/Å):
0.02 0.56 0.16
0.26 -0.10 -0.03

Output
Total charge   0
<S²>   2.019
Relative energy (zero: lowest compared OMol25 entry of this formula, charge and spin)   69.57 kcal per mole
Gap between HOMO and LUMO (alpha / beta)   0.217 / 0.163 Eh
Spin multiplicity   3
LUMO level (alpha / beta)   -0.754 / -3.642 eV